1.
DFT (ωB97M-V/def2-TZVPD) results for C19H27CeN2 as an isolated structure in a non-equilibrium geometry.

```
49
Properties=species:S:1:pos:R:3:forces:R:3:mulliken_charge:R:1
Ce -0.131215 0.038956 0.106135 -3.2881 3.1794 3.4712 0.329
N -0.411703 0.002193 2.532324 0.1763 -0.1503 0.6409 -0.138
N 2.665463 -0.065368 6.196056 2.1327 -0.0304 1.3662 -0.317
C -0.787854 0.006782 5.272083 0.4301 -0.0173 0.5868 -0.089
C -0.046047 -0.335709 -2.316957 -0.1696 -3.1036 1.0303 0.434
C -0.496645 2.964053 -0.647841 -1.0747 -0.1845 0.1543 -0.082
C 1.454812 -3.037962 -0.080583 0.3739 -0.2781 0.5569 -1.500
C 0.631202 -2.068139 -0.818763 -1.4546 1.1346 -2.7846 0.452
C 1.131567 -1.010012 -1.722945 -3.3319 -1.7548 -0.1592 0.625
C 0.031164 4.206260 -1.381068 0.2387 0.1835 -0.2108 -1.423
C -1.752285 -2.923908 -0.106365 -0.3730 -0.1130 0.6580 -1.248
C -0.850799 -2.015195 -0.832860 2.1575 0.3489 -2.5267 0.514
C 0.497424 -0.031461 4.742260 1.0457 0.0294 0.5899 -0.040
C 2.529347 -0.725281 -2.046706 0.7982 0.1738 -0.0790 -1.606
C -1.868622 0.031918 4.419028 -0.9936 0.0279 -0.4729 -0.869
C 0.650038 2.110274 -0.243478 1.2715 2.4256 -0.1252 -0.681
C 0.655090 -0.034248 3.365920 -0.0325 -0.0296 0.3494 0.207
C 1.718066 -0.052034 5.583610 -3.4498 0.0298 -2.1398 -0.314
C -1.261043 -0.940510 -1.747266 2.8339 -1.6636 -1.4713 0.696
C 0.013362 0.724819 -3.332037 -0.0028 0.5588 -0.4839 -1.161
C -2.649177 -0.603965 -2.105870 -0.5983 0.3826 0.1478 -1.535
C -1.666312 0.028301 3.043105 0.2944 0.0115 0.1661 -0.057
H -3.311656 -0.643658 -1.232138 -0.0648 -0.0219 -0.1883 0.388
H -2.725645 0.395046 -2.545048 -0.0628 -0.1630 0.0042 0.355
H -0.913716 0.015528 6.352647 -0.0967 -0.0027 -0.2077 0.535
H -2.715794 -2.447689 0.100017 0.0019 -0.1850 -0.0402 0.330
H -1.938280 -3.811911 -0.720845 -0.0381 0.0651 0.1254 0.367
H -1.072660 3.269722 0.238052 0.1320 -0.0446 -0.1835 0.459
H -0.789018 4.843947 -1.712403 -0.0238 -0.1146 0.0717 0.392
H 1.511718 -3.968480 -0.659031 0.0242 0.0771 0.1649 0.386
H 2.471792 -2.663195 0.063740 -0.1105 -0.1588 0.0072 0.364
H 0.617516 3.918951 -2.257559 -0.0756 0.0368 0.0441 0.345
H -2.886742 0.057562 4.813000 0.3548 -0.0104 -0.1236 0.428
H 0.675973 4.792409 -0.723004 -0.0766 -0.0673 -0.0408 0.386
H -1.215084 2.428899 -1.304916 0.2556 0.1717 0.0153 0.107
H 1.248506 0.048365 1.109282 2.5522 -0.2668 0.8252 -0.230
H 1.102167 2.373136 0.713771 0.0304 -0.2801 0.2114 0.709
H 1.033817 -3.277683 0.904400 0.1142 -0.0536 -0.1798 0.331
H 0.854978 1.406035 -3.167162 -0.1043 -0.0693 -0.1576 0.266
H 1.685557 -0.070314 2.976645 -0.8534 0.0440 -0.0637 0.552
H 0.153899 0.257195 -4.317151 -0.0305 0.2144 0.1404 0.386
H 1.415319 1.955363 -1.006487 0.0415 -0.4016 -0.1261 0.317
H -1.323900 -3.254816 0.847331 -0.0887 -0.0625 -0.1834 0.336
H 2.693150 0.330456 -2.280945 0.0672 -0.1342 -0.0523 0.312
H -3.024586 -1.327583 -2.841600 0.0045 0.1524 0.1619 0.389
H -0.908173 1.312798 -3.367091 0.1471 -0.0564 -0.1197 0.345
H -2.528243 0.049417 2.331162 0.8109 -0.0122 0.6280 0.425
H 2.800578 -1.311557 -2.935766 0.0955 0.1572 0.1501 0.403
H 3.202694 -1.008303 -1.233984 0.0095 0.0257 -0.1473 0.419
```
Positions in Å, forces in eV/Å.

Results
**Total charge**: +2
**Multiplicity**: 2
**E_LUMO (alpha / beta)**: -0.2800 / -0.3422 Eh
**HOMO level (alpha / beta)**: -15.6 / -15.5 eV
**Energy above the lowest of the compared OMol25 structures with the same formula, charge and spin**: 30.6 kcal/mol
**E**: -36028.8449 eV

2.
DFT (ωB97M-V/def2-TZVPD) results for a 9-piece molecular cluster, C19H27Cl16F7O3PS overall in a non-equilibrium geometry.

```
74
Properties=species:S:1:pos:R:3:forces:R:3:mulliken_charge:R:1
Cl 3.342543 -3.828505 3.227709 -0.0496 -0.0353 -0.0131 -0.150
Cl -1.472336 -1.132275 2.235496 0.1011 0.0175 -0.1209 -0.093
Cl 2.089783 -0.653335 3.515158 0.0106 0.2796 -0.2066 0.028
Cl 4.799253 -7.645978 -1.512088 -0.0074 -0.0253 -0.0515 -0.143
Cl 2.296200 1.084420 5.859743 0.0386 0.0140 0.0013 -0.140
Cl 4.736998 -5.701383 1.465204 -0.0595 0.0135 0.1060 -0.126
Cl 7.619236 -3.548555 0.615821 0.1067 0.2536 0.1991 -0.164
Cl 0.800412 -2.520487 6.161091 -0.0169 -0.0504 0.0115 -0.132
Cl -3.965800 6.851905 -0.773830 -0.0007 0.0064 -0.0016 -0.118
Cl -4.578276 0.690898 2.446557 0.0699 0.0299 0.2680 -0.111
Cl -1.370518 -4.056370 2.297763 0.0282 -0.0068 -0.0317 -0.151
Cl -2.718645 6.973157 -3.414676 0.0414 0.1477 -0.1500 -0.135
Cl 6.013214 -4.975261 -1.681668 -0.1189 -0.1748 -0.2676 -0.067
Cl 9.935366 -5.282703 1.035545 -0.0144 -0.0089 0.0328 -0.154
Cl -5.251809 -1.376294 4.403290 0.0544 0.0145 0.0100 -0.139
Cl -1.671411 -3.592474 7.308175 -0.0388 0.0042 -0.0346 -0.163
S 0.086905 1.980598 -3.010073 -0.5884 -0.0602 -1.3743 1.263
P -1.091680 3.307728 -1.733324 0.0654 0.2734 0.2496 0.329
F 1.344528 1.880393 -0.788699 -0.0338 0.1869 -0.0442 -0.270
F 1.473672 -0.518881 -4.140630 -0.4233 0.2425 -0.0147 -0.225
F 3.403084 1.615642 -2.157003 0.0780 0.2903 -0.3759 -0.247
F 2.940939 -0.405674 -1.551683 -0.0781 -0.0917 0.1921 -0.270
F 2.936492 1.019439 -4.671782 -0.4628 0.2755 -0.0941 -0.204
F 3.581092 -0.852094 -3.871753 -0.1133 0.0285 0.0212 -0.243
F 0.433505 0.017263 -1.366385 0.0032 -0.3164 -0.2796 -0.259
O 0.855311 2.832292 -3.855949 0.6447 0.3834 0.5189 -0.635
O -0.853065 1.105559 -3.621663 -0.3665 -0.4064 0.4836 -0.598
O -3.695504 3.493480 -1.586924 0.0689 -0.1698 -0.2050 -0.200
C -6.440511 1.416320 -2.888916 0.0189 0.3637 -0.3146 -0.674
C -0.157115 4.840415 -1.570310 0.2848 -0.4782 0.0031 -1.047
C 8.371863 -4.762813 1.664055 0.0268 -0.1543 0.0781 -0.161
C -5.462509 2.395406 -2.841345 0.3752 0.2955 -0.1104 -0.128
C -5.818364 0.652344 -0.692493 0.1128 0.5519 -0.4634 -0.189
C 5.132389 -6.250287 -2.541776 -0.0055 0.0598 -0.1382 -0.342
C 3.181241 0.135304 4.664284 0.0900 -0.0158 0.0902 -0.474
C -3.984058 7.630353 -2.357875 -0.1227 0.0769 0.1266 -0.291
C -2.717740 3.506253 -2.584494 -0.2535 0.6634 0.0065 -0.192
C -4.663266 2.488587 -1.718957 -0.0978 -0.2240 0.3125 -0.103
C -0.523915 -2.580501 1.836783 0.1104 -0.0805 0.1212 0.098
C -4.300708 0.072018 4.087660 0.0122 -0.0688 0.1857 -0.204
C 2.615900 0.067889 -3.817464 1.4476 -0.4838 0.0574 0.593
C 4.174547 -4.042913 1.679238 0.1159 -0.0214 0.0198 -0.105
C -4.831920 1.629921 -0.656267 0.2097 -0.3881 0.8708 0.124
C -0.801685 -3.193639 5.824766 -0.0518 -0.0398 -0.0268 0.226
C -6.623226 0.567164 -1.818222 -0.3260 -0.6438 0.3384 -0.595
C 2.569203 0.604564 -2.350359 -0.4661 -0.5837 0.2467 0.712
C 1.148565 1.027824 -1.824100 0.3267 0.4521 0.4600 0.388
H 0.045550 5.215398 -2.574553 -0.1776 0.0834 0.0060 0.393
H -4.947192 7.459715 -2.824090 0.0391 -0.0945 -0.0132 0.275
H -1.376538 -2.458964 5.271433 0.0231 0.0370 0.0482 -0.139
H -3.807098 8.691785 -2.231065 0.1033 -0.0312 0.0020 0.338
H -0.352718 -2.599278 0.768721 -0.0980 0.0346 -0.0802 0.301
H -2.866942 2.777523 -3.384112 0.1706 -0.2006 0.1613 0.658
H 8.515573 -4.329286 2.646802 0.0372 0.0732 -0.0532 0.325
H 0.420444 -2.537094 2.370760 -0.0733 -0.0034 0.0854 -0.148
H -4.216506 1.693579 0.244460 -0.0231 0.2740 -0.5099 0.135
H 3.489083 -3.803535 0.876249 -0.0901 -0.0625 -0.0071 0.227
H 5.735319 -6.578351 -3.380355 0.0566 -0.0130 0.0613 0.300
H -2.677563 4.512259 -3.025311 0.1359 -0.1928 -0.0191 -0.260
H 5.031847 -3.380675 1.651406 0.0270 -0.0454 0.0496 0.150
H -4.582372 0.841055 4.797312 -0.0893 0.0134 -0.0703 0.337
H -3.249431 -0.170378 4.191112 -0.0174 -0.0321 -0.0846 0.079
H -5.306590 3.092875 -3.656358 -0.1548 -0.0378 -0.0660 0.491
H 0.805601 4.589586 -1.119117 -0.0613 0.0440 0.0936 0.445
H 4.190131 -5.846624 -2.894206 -0.0089 0.0009 0.0833 0.263
H 3.843852 0.794102 4.115777 -0.0703 0.0225 -0.0320 0.351
H -1.265014 2.658183 -0.499494 -0.0849 0.0587 -0.1488 0.181
H -0.682124 -4.095436 5.236489 0.0472 -0.0218 0.0648 0.200
H -5.951212 0.002746 0.157062 -0.0677 -0.1301 -0.0094 0.395
H 3.752108 -0.631241 5.176724 -0.0952 -0.0433 0.0135 0.260
H -0.681089 5.572414 -0.957301 -0.1584 -0.0308 -0.0843 0.407
H -7.065181 1.368117 -3.770178 -0.0776 -0.1537 0.0559 0.389
H -7.402273 -0.184163 -1.837231 -0.0183 0.0366 -0.1333 0.384
H 7.712157 -5.621027 1.721435 -0.0205 0.0183 -0.1059 0.150
```
Positions in Å, forces in eV/Å.

Results
**Total charge**: +1
**Multiplicity**: 1
**E_LUMO**: -0.1474 Eh
**HOMO level**: -12.0 eV
**E**: -265779.8851 eV